Record 1
The following is a quantum chemistry calculation of a 2-piece molecular cluster, CH3OS overall in a non-equilibrium geometry, from OMol25.

```
6
Properties=species:S:1:pos:R:3:forces:R:3
S 1.3702 -1.0495 2.0494 0.03 -2.37 0.78
H 1.3170 0.1432 1.6360 -0.08 2.44 -0.83
O -1.5652 0.7961 -2.8077 -0.64 2.09 4.50
C -1.4167 1.2755 -1.6382 3.00 -3.13 -2.80
H -0.3846 1.7948 -1.4790 -1.92 0.11 -0.04
H -1.8339 0.8320 -0.6559 -0.39 0.85 -1.61
```
Forces are in eV/Å.

Output
- Total charge: -1
- E_tot: -13967.624 eV
- Orbital gap: 5.24 eV
- 2S+1: 1
- LUMO level: 2.776 eV

Atomic partial charges in e from the Löwdin method, atoms 1 to 4: -0.3810, -0.6115, -0.0981, -0.1032

---

Record 2
The following is a quantum chemistry calculation of a 9-piece molecular cluster, C32H86N4O13 overall in a non-equilibrium geometry, from OMol25.

```
135
Properties=species:S:1:pos:R:3:forces:R:3
C -2.6919 4.4276 8.3364 -0.31 0.29 0.15
O -2.9475 3.1385 7.8546 0.25 -0.51 -0.22
C -3.3327 3.1668 6.5112 -0.08 -0.77 -1.28
C -3.5980 1.7563 6.0601 -0.14 -1.59 -0.82
N -3.8432 1.5713 4.6223 -0.47 0.77 -1.82
C -2.8495 1.9246 3.6008 1.27 -1.14 0.39
C -3.4226 2.1602 2.2181 -0.71 0.22 -0.74
O -2.3711 2.4707 1.3225 0.31 -0.65 -0.19
C -2.7690 2.3941 -0.0575 0.13 1.54 1.15
H -2.0850 5.0117 7.6365 -0.10 0.04 -0.09
H -2.1347 4.3810 9.2773 -0.33 -0.19 -0.09
H -3.6822 4.8765 8.4666 0.31 0.63 0.26
H -2.5080 3.4903 5.8674 0.02 0.71 0.18
H -4.2528 3.7205 6.2753 0.26 0.50 0.41
H -4.4608 1.3482 6.5597 -0.51 0.02 0.26
H -2.7949 1.1156 6.3621 0.97 -0.27 0.50
H -4.1249 0.6458 4.2762 -0.30 0.43 1.47
H -2.1084 1.0672 3.5038 -0.40 0.85 -0.05
H -2.2430 2.7943 3.8368 -0.11 0.20 0.31
H -4.0743 3.0259 2.1562 -0.57 0.17 0.62
H -4.0160 1.3127 1.7970 0.41 0.14 0.54
H -1.8077 2.3452 -0.5728 -0.41 0.08 -0.48
H -3.3692 3.3439 -0.2973 0.75 -1.48 -0.06
H -3.3374 1.4786 -0.1662 -0.25 -0.03 -0.52
C 4.0824 -1.6434 -1.8057 0.32 -0.37 -0.44
O 4.5010 -2.1097 -3.0953 0.55 0.41 1.19
C 3.8463 -1.4347 -4.1110 -0.65 -0.67 -1.98
C 2.3893 -1.9304 -4.2243 0.55 -0.09 1.59
N 1.7958 -1.6305 -5.4629 -0.23 0.91 -1.15
C 0.4202 -2.0199 -5.5592 -0.94 -0.38 -0.07
C 0.0617 -3.4992 -5.7433 0.46 1.67 -1.55
O 0.5607 -3.8687 -7.0225 0.33 1.48 0.78
C 0.0628 -5.0353 -7.5101 0.18 -1.81 -0.23
H 4.2410 -0.5696 -1.6780 -0.14 0.08 -0.29
H 4.7189 -2.1255 -1.0761 0.03 -0.32 0.16
H 3.0366 -1.9022 -1.6378 -0.06 0.12 0.25
H 4.3731 -1.6631 -5.0758 -0.27 0.03 0.78
H 3.8671 -0.3493 -4.0206 0.04 0.24 0.31
H 1.8290 -1.4537 -3.3748 0.06 -0.44 -0.85
H 2.3791 -3.0216 -4.0690 0.30 -0.02 0.50
H 2.3692 -1.9110 -6.2474 -0.15 -0.17 -0.02
H -0.0790 -1.5418 -6.4043 0.15 0.40 0.07
H -0.0382 -1.6876 -4.6321 -0.35 0.24 0.04
H -0.9978 -3.6389 -5.6637 -0.98 0.15 -0.30
H 0.4555 -4.0888 -4.9899 1.29 -1.54 1.57
H 0.0827 -5.8233 -6.7339 -0.05 -0.01 -0.31
H 0.6942 -5.3364 -8.3417 0.17 -0.21 -0.03
H -0.9356 -4.9751 -7.9186 -0.70 0.27 0.07
C -2.1665 8.0393 -3.1474 -0.43 0.65 0.62
O -1.4110 7.1364 -2.3793 0.67 0.81 -0.07
C -0.1908 7.7184 -1.9117 -0.02 -1.20 0.96
C 0.6956 6.4905 -1.5992 0.04 0.38 0.34
N 1.0016 5.7166 -2.8436 0.21 0.14 1.47
C 1.7694 4.4529 -2.6302 -0.89 0.58 0.48
C 1.2382 3.6183 -1.4698 0.28 -0.52 -0.16
O 1.6730 2.2467 -1.4833 -0.93 0.69 -0.44
C 2.9652 2.0161 -1.0269 0.51 -0.60 0.89
H -1.5596 8.6405 -3.8542 -0.24 -0.48 0.21
H -2.7660 8.7414 -2.5196 0.55 -0.23 -0.15
H -2.8825 7.4142 -3.6306 -0.52 -0.19 -0.85
H -0.3957 8.3142 -0.9580 0.44 -0.52 -1.24
H 0.2765 8.3041 -2.7025 -0.07 0.31 0.03
H 0.1015 5.9428 -0.8224 0.65 0.01 -0.53
H 1.6351 6.8276 -1.1504 -0.06 -0.06 0.06
H 0.0872 5.4184 -3.0706 -1.20 -0.37 -1.02
H 2.7809 4.7524 -2.3643 0.37 -0.29 -0.67
H 1.6286 3.8401 -3.5289 0.72 0.35 -0.04
H 0.1472 3.5914 -1.5114 -0.02 -0.07 0.11
H 1.5606 4.0964 -0.5538 -0.17 -0.08 0.60
H 3.7470 2.1635 -1.7917 -0.25 -0.18 0.05
H 2.9786 0.9616 -0.6315 0.16 1.00 -0.48
H 3.1962 2.6976 -0.1930 0.06 -0.15 -0.02
C -2.8529 -1.2050 -0.2883 -0.89 -0.99 -1.01
O -2.1854 -2.4465 -0.2926 0.37 0.08 -0.18
C -1.8399 -2.8871 -1.5966 1.56 1.59 0.18
C -0.9917 -4.0628 -1.3773 1.19 -1.13 0.00
N 0.2367 -3.6492 -0.6049 -0.52 -1.57 -0.34
C 1.3337 -4.6495 -0.7545 0.04 0.91 0.68
C 1.1035 -6.0426 -0.2146 -0.01 -0.89 0.26
O 1.0227 -5.9974 1.2053 0.18 1.57 0.02
C 0.8774 -7.2056 1.9017 1.04 -0.23 -0.29
H -2.9002 -0.9100 0.7595 -0.31 0.33 -0.23
H -3.8430 -1.3791 -0.7897 0.26 0.43 0.87
H -2.3540 -0.5045 -0.9463 0.47 0.49 0.23
H -1.1203 -2.1990 -2.1185 -1.06 0.30 0.40
H -2.7096 -3.0395 -2.2000 -0.69 -0.28 -0.48
H -0.6534 -4.4923 -2.3332 0.03 0.35 0.09
H -1.6156 -4.8410 -0.9555 0.15 -0.46 0.77
H 0.0230 -3.5878 0.3981 -0.11 -0.04 -0.48
H 2.1840 -4.2420 -0.1762 -0.17 -0.13 -0.44
H 1.6400 -4.7313 -1.8028 -0.13 0.17 0.09
H 1.9369 -6.6986 -0.5014 0.20 0.17 0.03
H 0.2245 -6.5470 -0.6248 -0.35 0.22 0.00
H 1.7170 -7.8760 1.5630 -0.91 0.15 0.54
H -0.1012 -7.5902 1.6373 -0.15 -0.65 0.31
H 0.9741 -6.9848 2.9909 -0.20 -0.25 -0.88
C 3.2587 -2.2074 3.4719 -0.34 -1.52 0.97
C 2.8578 -3.4464 2.5967 1.97 1.84 0.17
O 1.4972 -3.5549 2.5226 -2.24 -1.56 -0.36
H 3.0919 -1.2602 2.9841 -0.56 0.23 -0.11
H 4.3271 -2.2313 3.6802 0.16 -0.19 -0.08
H 2.7606 -2.2841 4.4865 0.31 0.35 -1.19
H 3.3152 -4.3445 3.0209 0.14 -0.02 -0.16
H 3.2433 -3.2188 1.5876 0.34 -0.48 0.16
H 1.2586 -4.4572 2.1354 0.40 1.31 0.46
C 2.2182 3.2228 3.1185 -0.39 -1.04 -1.54
C 0.7272 2.9315 3.1283 -0.23 -0.74 1.63
O 0.1152 3.4878 2.0118 -0.22 0.12 -1.00
H 2.6489 2.7169 3.9520 0.47 0.07 0.96
H 2.3689 4.2818 3.1079 0.50 0.58 0.06
H 2.7072 2.7214 2.2304 -0.62 0.79 0.63
H 0.2508 3.3756 4.0780 0.68 -0.70 -1.02
H 0.6719 1.8046 3.2105 -0.56 0.95 -0.25
H -0.7351 3.0747 1.7469 0.37 0.06 0.59
C -1.9680 -3.9797 2.7962 -1.05 -1.74 0.85
C -1.2645 -2.8904 3.5288 0.71 -0.46 1.07
O -0.4438 -3.5082 4.5762 0.44 0.79 -0.92
H -2.7089 -3.5550 2.1320 0.14 -0.09 -0.76
H -2.5842 -4.6271 3.5018 0.85 0.82 -0.52
H -1.2477 -4.6929 2.3389 -0.49 0.65 -0.22
H -1.9673 -2.3225 4.1342 -0.20 0.45 -0.40
H -0.7356 -2.2415 2.7823 0.00 -0.41 1.04
H 0.4815 -3.5252 4.2661 -0.57 0.02 -0.14
C -0.0304 1.3156 -3.8474 -2.25 -1.12 -2.36
O -0.5096 0.1799 -3.1058 0.04 1.24 -0.04
H -0.2663 2.3625 -3.5526 -0.44 -0.92 0.37
H 1.0009 1.2739 -4.0247 1.72 -0.19 0.07
H -0.4991 1.0638 -4.8634 0.58 1.06 1.14
H -0.0626 0.1797 -2.2640 0.35 -0.14 0.99
C 0.1780 0.1871 0.9713 0.22 -0.76 -0.73
O 0.3616 -0.5446 -0.2520 0.03 -0.05 -0.04
H -0.7835 -0.0819 1.3974 -0.17 0.23 0.32
H 0.9777 -0.0344 1.6781 0.04 -0.13 0.17
H 0.2297 1.2471 0.7392 -0.13 0.02 -0.11
H 0.1508 -1.4988 -0.1565 0.22 0.63 0.08
```
Forces are in eV/Å.

Output
- E_tot: -67148.151 eV
- Orbital gap: 8.90 eV
- 2S+1: 1
- SMILES string: COCCNCCOC.COCCNCCOC.COCCNCCOC.COCCNCCOC.CCO.CCO.CCO.CO.CO
- LUMO level: 0.580 eV

Atomic partial charges in e from the Löwdin method, atoms 1 to 4: -0.1149, -0.1746, -0.2503, -0.2016

---

Record 3
The following is a quantum chemistry calculation of C31H45BClF2IrN6O2S2 as an isolated structure in a non-equilibrium geometry, from OMol25.

```
91
Properties=species:S:1:pos:R:3:forces:R:3
Ir 0.1062 1.4389 0.5187 -1.01 1.25 2.38
N -0.0047 0.0870 2.4702 0.16 -0.45 -0.36
C 0.9805 0.0608 3.5562 0.09 0.06 0.30
C 1.0300 1.3703 4.3277 -0.01 0.05 -0.25
C 1.3649 2.5914 3.4691 0.03 -0.13 0.03
C 2.6017 2.4157 2.5836 -0.35 0.01 0.32
N 2.2355 2.1671 1.1722 -1.17 -0.35 -1.35
H -0.9314 0.2632 2.8473 -0.04 -0.05 -0.08
H -0.0204 -0.8381 2.0343 -0.18 -0.05 0.12
H 1.9555 -0.1457 3.1129 -0.03 -0.06 0.00
H 0.7598 -0.7483 4.2599 0.05 -0.03 -0.07
H 1.7772 1.2535 5.1157 -0.03 0.05 0.05
H 0.0683 1.5544 4.8146 0.02 -0.10 0.11
H 1.5013 3.4459 4.1320 -0.06 0.05 -0.05
H 0.5150 2.8295 2.8220 0.00 0.13 0.08
H 3.2110 1.5874 2.9473 0.05 0.00 -0.11
H 3.2164 3.3146 2.6415 0.06 -0.06 -0.14
H 2.9159 1.5640 0.7184 0.06 0.04 0.01
H 2.2279 3.0527 0.6747 0.08 -0.07 -0.08
S -6.2095 0.0486 -1.4347 0.01 0.19 0.16
C -4.5967 0.4199 -0.7561 -0.01 -0.16 0.00
C -4.2665 1.6957 -0.3117 0.07 -0.17 0.14
C -3.0415 1.8938 0.2908 -0.17 0.30 0.14
N -2.1332 0.9217 0.4390 1.53 0.22 -1.03
C -2.4406 -0.2971 -0.0212 0.12 -0.15 0.12
C -3.6534 -0.5895 -0.6127 -0.23 0.12 0.04
C -7.1059 0.2440 0.1138 0.16 -0.11 -0.20
C -7.4291 1.4928 0.6204 -0.08 -0.02 0.06
C -7.9939 1.5516 1.8882 0.07 0.00 -0.12
N -8.2610 0.4753 2.6160 -0.17 0.01 0.24
C -8.0059 -0.7170 2.0940 0.06 -0.01 -0.09
C -7.4206 -0.8900 0.8461 -0.04 0.06 0.07
H -4.9532 2.5201 -0.4196 -0.01 0.05 0.04
H -2.7901 2.8645 0.6958 0.07 -0.02 -0.11
H -1.6901 -1.0672 0.1053 0.00 0.02 -0.13
H -3.8726 -1.5926 -0.9482 0.05 -0.04 0.02
H -7.2537 2.3963 0.0552 0.03 0.02 -0.02
H -8.2308 2.5065 2.3432 -0.02 0.02 -0.05
H -8.2615 -1.5714 2.7097 0.01 -0.03 -0.03
H -7.2066 -1.8766 0.4603 0.03 -0.01 0.02
Cl 8.9856 1.2661 0.8177 0.10 0.03 0.01
C 7.3711 0.6820 0.7081 -0.22 -0.11 -0.04
C 6.7136 0.2436 1.8589 0.14 0.09 -0.01
C 5.4203 -0.2088 1.7751 -0.17 0.00 -0.12
C 4.7238 -0.2408 0.5330 0.42 0.13 -0.03
C 3.4060 -0.6693 0.4406 -0.21 -0.12 0.02
C 5.4376 0.1949 -0.6208 -0.20 -0.03 0.17
C 6.7302 0.6458 -0.5320 0.13 0.05 -0.02
H 7.2329 0.2709 2.8069 0.00 -0.01 0.01
H 4.9106 -0.5466 2.6699 0.01 -0.03 0.01
H 2.8705 -1.0312 1.3060 -0.01 -0.05 0.00
H 2.8767 -0.6702 -0.5020 0.02 -0.06 -0.06
H 4.9307 0.1680 -1.5773 0.04 0.01 -0.03
H 7.2600 0.9717 -1.4164 0.02 0.02 0.01
F 0.7508 4.3011 0.0801 0.04 0.24 0.17
C -0.4036 3.5760 0.2555 1.01 -1.98 -2.12
F -1.0172 4.1095 1.3519 0.08 -0.55 0.36
H -1.0312 3.7853 -0.6151 -0.07 0.06 0.16
S 0.3754 -2.5211 0.3105 0.04 0.30 -0.19
C 0.3859 -4.1793 0.4963 -0.02 -0.04 0.20
N -0.5615 -5.0257 0.0695 0.12 -0.25 0.08
C -0.2708 -6.4184 0.3905 -0.09 -0.10 -0.06
C 1.0651 -6.3158 1.1551 0.10 -0.07 0.07
N 1.3401 -4.8846 1.1185 -0.09 -0.27 -0.06
H -1.3558 -4.7348 -0.4684 0.04 0.19 0.01
H -0.1799 -7.0189 -0.5154 0.02 0.02 0.03
H -1.0629 -6.8445 1.0070 0.05 -0.01 -0.01
H 1.8619 -6.8805 0.6705 -0.04 0.01 0.00
H 0.9745 -6.6635 2.1850 -0.02 -0.01 -0.04
H 2.1706 -4.4654 1.4927 -0.05 0.16 -0.03
C 1.2206 2.1062 -4.5830 -0.03 -0.07 0.20
C 1.1478 0.9181 -3.6389 0.28 -0.35 -0.09
C 2.3049 -0.0377 -3.9266 -0.18 0.09 0.10
O 1.3289 1.3836 -2.2817 0.42 0.08 0.04
B 0.4458 0.7331 -1.4652 -0.89 2.53 0.90
O -0.4176 -0.0607 -2.1668 -0.11 -0.60 0.43
C -0.2482 0.2037 -3.5776 -0.04 0.17 -0.28
C -0.3326 -1.0997 -4.3540 0.04 0.09 0.18
C -1.4064 1.1147 -3.9812 0.12 -0.07 0.22
H 2.2240 2.5285 -4.5480 0.02 0.00 -0.04
H 0.5172 2.8847 -4.2970 -0.02 0.01 -0.04
H 1.0112 1.7873 -5.6042 0.01 0.03 -0.04
H 3.2398 0.4964 -3.7585 0.02 0.01 -0.04
H 2.2807 -0.3847 -4.9586 0.04 -0.08 0.00
H 2.2749 -0.8938 -3.2512 0.01 -0.06 -0.04
H 0.3601 -1.8428 -3.9649 0.02 0.00 -0.02
H -0.1110 -0.9179 -5.4059 -0.02 -0.05 -0.04
H -1.3433 -1.4992 -4.2761 -0.02 -0.02 -0.03
H -1.3733 2.0445 -3.4124 -0.02 0.06 -0.06
H -2.3440 0.6108 -3.7454 -0.01 -0.02 -0.03
H -1.3849 1.3355 -5.0471 -0.02 0.05 -0.01
```
Forces are in eV/Å.

Output
- Total charge: +1
- E_tot: -89052.501 eV
- Orbital gap (alpha / beta): 6.73 / 7.45 eV
- 2S+1: 2
- LUMO level (alpha / beta): -2.744 / -3.060 eV

Atomic partial charges in e from the Löwdin method, atoms 1 to 4: 1.1314, -0.0595, -0.2563, -0.1873

---

Record 4
The following is a quantum chemistry calculation of a 2-piece molecular cluster, C4H14NO2 overall in a non-equilibrium geometry, from OMol25.

```
21
Properties=species:S:1:pos:R:3:forces:R:3
O 0.3325 1.2918 -2.2186 0.89 -2.25 -0.63
C -0.9974 0.8974 -2.1102 -2.55 2.57 2.36
C -1.2820 0.4924 -0.6478 1.70 -1.88 -0.21
N -0.2883 -0.6528 -0.3593 -0.20 0.07 0.55
C -0.4029 -1.2596 1.0097 0.39 2.50 0.85
C -0.1668 -0.1476 2.0745 -0.36 0.17 -0.14
H 0.4773 2.2180 -2.2372 -0.30 1.21 -0.09
H -1.6463 1.8032 -2.1503 0.18 -0.33 -0.64
H -1.4491 0.1877 -2.7930 0.94 -0.32 -0.40
H -1.1070 1.2662 0.0851 0.23 0.35 -0.31
H -2.2409 0.0553 -0.3949 -0.50 -0.10 -0.58
H 0.6798 -0.3564 -0.5655 -0.21 0.02 0.19
H -0.4885 -1.4581 -1.0300 -0.22 -0.17 -0.45
H -1.4416 -1.5831 1.1122 0.36 -0.63 -0.25
H 0.3940 -1.9814 1.1692 -0.47 -0.52 -0.52
H 0.8493 -0.1378 2.4560 0.02 -0.40 0.28
H -0.2934 0.8739 1.7153 -0.14 -0.15 -0.18
H -0.9144 -0.2422 2.8687 0.38 -0.17 0.19
H 3.1780 0.0334 1.2631 -0.32 0.35 0.18
H 3.8000 -0.9226 0.3424 -0.06 -0.29 -0.49
O 3.0076 -0.3778 0.4106 0.25 -0.05 0.28
```
Forces are in eV/Å.

Output
- E_tot: -9955.809 eV
- Orbital gap (alpha / beta): 3.22 / 11.55 eV
- 2S+1: 2
- LUMO level (alpha / beta): 0.601 / 0.387 eV

Atomic partial charges in e from the Löwdin method, atoms 1 to 4: -0.0471, -0.3112, -0.1630, -0.0371

---

> Which formula does entry 1 have?

CH3OS